(1)
C6H8N | the ωB97M-V functional and the def2-TZVPD basis

Structure (ORCA input):
```
! RIJCOSX wB97M-V def2-TZVPD def2/J DEFGRID3
* xyz 1 1
C -1.441 -1.367 1.984
C -0.370 -0.801 1.938
C 0.762 0.025 1.532
C 1.064 -0.206 0.067
C 0.108 0.290 -0.968
N -0.807 1.207 -1.248
C -0.239 0.416 -2.376
H -2.224 -2.090 2.079
H 0.327 1.090 1.710
H 1.647 -0.050 2.113
H 2.010 0.279 -0.186
H 1.063 -1.227 -0.065
H -1.425 1.841 -0.651
H 0.401 0.913 -2.978
H -0.877 -0.319 -2.953
*
```

Energy relative to the best compared isomer or geometry (same formula, charge and spin) = 132.8 kcal per mole
LUMO = -0.18728 hartree
HOMO energy = -0.5084 Eh
Total energy = -7829.930 eV
Max |F| = 4.10 eV/Å
Kohn-Sham gap = 0.32109 Ha
SMILES string = C#CCCC1=[NH+]C1

(2)
BrH2O2PS | the ωB97M-V functional and the def2-TZVPD basis

Structure (ORCA input):
```
! RIJCOSX wB97M-V def2-TZVPD def2/J DEFGRID3
* xyz 0 1
O -0.784 -0.520 1.217
P 0.308 -0.049 0.180
O -0.318 -0.227 -1.223
S 0.679 2.097 0.491
Br 1.724 -1.694 0.264
H -1.469 0.040 1.045
H -0.141 0.354 -1.975
*
```

Energy relative to the best compared isomer or geometry (same formula, charge and spin) = 20.5 kcal per mole
LUMO = -0.01287 hartree
HOMO energy = -0.3270 Eh
Total energy = -94295.442 eV
Max |F| = 5.18 eV/Å
Kohn-Sham gap = 0.31413 Ha
SMILES string = OP(O)(=S)Br

(3)
C4H6N2O | the ωB97M-V functional and the def2-TZVPD basis

Structure (ORCA input):
```
! RIJCOSX wB97M-V def2-TZVPD def2/J DEFGRID3
* xyz 0 3
C -0.574 0.234 -0.493
C -2.028 0.505 -0.307
C 0.636 0.972 0.200
C 1.003 -1.585 0.420
N 1.525 1.784 0.407
N 0.362 -0.293 0.528
O -2.958 -0.098 0.247
H -0.469 -0.166 -1.550
H -2.387 1.475 -0.680
H 0.268 -2.319 0.088
H 1.671 -1.422 -0.461
H 1.562 -1.870 1.373
H 1.388 2.784 0.228
*
```

Energy relative to the best compared isomer or geometry (same formula, charge and spin) = 45.7 kcal per mole
LUMO (spin up / spin down) = 0.03304 / -0.08627 hartree
HOMO energy (spin up / spin down) = -0.2403 / -0.3448 Eh
Total energy = -9266.186 eV
⟨S²⟩ = 2.01
Max |F| = 3.67 eV/Å
Kohn-Sham gap (spin up / spin down) = 0.27339 / 0.25857 Ha